Density functional theory data (ωB97M-V with the def2-TZVPD basis set) for 2 unconnected molecules or ions with the total composition CH5FN2 in a non-equilibrium geometry.

Last column: Löwdin charge in e.
CARTESIAN COORDINATES (ANGSTROEM)
F -1.368 -0.038 0.913  -0.0662
N -0.092 -0.946 -0.849  0.0416
N 0.823 0.749 0.600  0.0808
C -0.039 -0.286 0.413  -0.6345
H -0.775 -1.759 -0.791  0.1112
H -0.263 -0.241 -1.653  0.1071
H 0.473 -1.065 0.973  0.1389
H 0.747 1.988 -0.577  0.2505
H 0.494 1.598 0.970  -0.0294

Its multiplicity is 1.


Density functional theory data (ωB97M-V with the def2-TZVPD basis set) for a molecular structure, C53H47CdGeN7OS3 in a non-equilibrium geometry.

Last column: Löwdin charge in e.
CARTESIAN COORDINATES (ANGSTROEM)
Cd 1.166 0.571 1.678  1.3028
Ge -2.578 -2.381 -1.049  0.9951
S 0.357 4.647 4.199  0.8064
S 1.441 -0.588 -1.949  0.7609
S 1.579 1.954 3.777  0.4053
O 2.308 2.246 0.486  -0.2263
N 0.383 -1.357 1.764  -0.0587
N -0.228 3.225 2.159  -0.0954
N 3.030 -0.908 1.843  0.0401
N -1.227 0.088 3.271  0.0911
N -0.624 2.254 1.337  -0.0029
N 3.087 -2.067 -3.460  -0.0024
N 4.086 -0.911 -1.859  0.0113
C -1.918 -0.589 -3.242  -0.1533
C -3.143 1.469 3.605  -0.0812
C -4.485 -4.353 0.068  -0.1148
C 2.286 7.647 3.341  -0.0649
C -0.352 -5.907 -1.938  -0.1079
C 2.683 4.136 -0.850  -0.0568
C -3.338 0.447 -4.868  -0.1202
C 4.591 7.229 2.837  -0.1212
C -1.712 -4.017 -3.416  -0.1087
C 0.525 5.925 2.882  -0.4133
C -2.073 0.215 -4.354  -0.0955
C 5.174 -1.482 -2.615  -0.1698
C -6.512 -2.575 0.642  -0.1069
C -0.979 -5.000 -4.060  -0.1191
C 4.450 -2.557 -3.447  -0.1764
C -6.643 -3.901 1.015  -0.1196
C -1.078 -4.914 -1.306  -0.1130
C 4.900 -2.942 1.680  -0.0920
C 0.859 5.235 -1.962  -0.1469
C -1.417 1.538 -0.787  -0.0590
C -5.367 -2.145 -0.001  -0.1387
C -0.728 -3.888 2.203  -0.1638
C -4.434 -0.155 -4.273  -0.1196
C 1.935 6.399 2.839  -0.3023
C -1.793 -0.431 2.186  -0.2586
C -0.298 -5.955 -3.323  -0.1315
C -1.566 -2.850 2.002  -0.0542
C 0.666 -3.718 2.041  -0.0868
C 2.879 -1.196 -2.414  -0.8928
C -4.263 -0.974 -3.169  -0.1206
C -1.176 -1.514 -0.031  -0.2487
C -5.618 -4.789 0.727  -0.1090
C -1.783 -3.956 -2.030  -0.2377
C -3.741 0.926 2.477  -0.0760
C 2.209 5.146 -1.654  -0.1363
C 2.934 5.561 2.355  -0.0295
C -1.038 -1.538 1.490  -0.5551
C -0.518 2.373 0.054  -0.3007
C 2.608 -2.194 1.801  -0.1927
C -1.878 1.021 3.943  -0.1818
C -3.051 -0.023 1.751  -0.0338
C 0.509 3.148 3.187  -1.2033
C 1.167 -2.431 1.849  -0.3111
C 1.827 3.171 -0.256  -0.4335
C -3.006 -1.200 -2.626  -0.2613
C 3.554 -3.226 1.685  -0.0266
C -4.335 -3.024 -0.315  -0.2535
C 5.310 -1.605 1.769  -0.0950
C 4.252 5.974 2.354  -0.0794
C 3.605 8.061 3.336  -0.1188
C 4.323 -0.638 1.826  -0.1675
C -0.008 4.295 -1.431  -0.0645
C 0.433 3.304 -0.572  -0.1348
H 3.229 -4.252 1.587  0.0955
H 5.632 -3.739 1.597  0.0938
H -5.427 0.024 -4.673  0.0863
H -3.464 -0.445 0.848  0.0734
H -0.926 -5.017 -5.144  0.0880
H -1.076 -4.855 -0.225  0.0787
H 0.219 5.422 1.965  0.0662
H 1.522 8.301 3.739  0.1004
H -0.936 -0.752 -2.828  0.0076
H -2.632 -2.917 2.180  0.1005
H 5.623 7.557 2.832  0.0860
H -3.644 2.221 4.200  0.0885
H -0.284 -2.022 -0.417  -0.0166
H -4.734 1.233 2.170  0.0955
H -5.126 -1.454 -2.726  0.0815
H 2.328 -2.677 -3.719  0.1247
H 2.896 5.887 -2.051  0.0860
H 6.359 -1.339 1.781  0.0854
H -1.206 0.669 -4.820  0.1002
H -1.353 1.419 4.804  0.0880
H 3.743 4.072 -0.632  0.0956
H 5.650 -0.736 -3.270  0.1115
H -0.168 6.727 3.129  0.0640
H -1.160 1.628 -1.838  0.0648
H -3.688 -5.051 -0.152  0.0885
H 4.183 -0.133 -1.228  0.1285
H -2.457 1.828 -0.636  0.0868
H 4.530 -3.543 -2.966  0.1120
H 0.482 6.028 -2.597  0.0749
H -3.467 1.089 -5.731  0.0866
H -7.303 -1.869 0.866  0.0930
H -1.118 -4.862 2.484  0.0866
H -1.328 0.469 -0.493  0.0199
H -5.274 -1.101 -0.271  0.0907
H 0.191 -6.638 -1.349  0.0914
H 0.278 -6.726 -3.825  0.0843
H 5.023 5.314 1.982  0.1002
H -7.531 -4.239 1.538  0.0876
H 1.312 -4.573 2.164  0.0645
H 5.932 -1.911 -1.955  0.1059
H 4.844 -2.631 -4.466  0.1045
H 4.575 0.418 1.851  0.1079
H 3.866 9.036 3.730  0.0875
H 2.674 4.580 1.987  0.0974
H -2.230 -3.270 -4.004  0.0887
H -1.067 4.348 -1.659  0.1085
H -5.701 -5.825 1.034  0.0915

Its multiplicity is 1. The net charge is -2.


Density functional theory data (ωB97M-V with the def2-TZVPD basis set) for 6 unconnected molecules or ions with the total composition CH14O5 in a non-equilibrium geometry.

Last column: Löwdin charge in e.
CARTESIAN COORDINATES (ANGSTROEM)
O -3.427 3.175 -0.040  -0.0501
O 2.823 -1.478 -0.289  -0.0844
O -0.918 1.453 -1.044  -0.1046
O 0.725 -1.124 1.848  -0.0883
O 0.558 1.139 4.623  -0.1337
C 0.089 -1.717 -3.115  -0.0930
H 3.520 -2.195 -0.315  0.0718
H 0.340 -0.929 2.706  0.0229
H 0.190 1.175 5.616  0.1074
H -0.207 -1.705 -4.211  0.0186
H 0.865 -0.875 -2.915  0.0397
H -0.867 -1.742 -2.494  0.0231
H 0.920 -0.310 1.276  0.0745
H -4.235 2.994 -0.511  0.0234
H 0.748 2.093 4.437  0.0440
H 0.425 -2.795 -2.967  0.0225
H -0.835 0.550 -0.734  0.0085
H -0.016 1.529 -1.614  0.1268
H 2.060 -1.842 0.147  -0.0130
H -2.757 2.604 -0.404  -0.0161

Its multiplicity is 1. As for the SMILES: C.O.O.O.O.O.


What gap between HOMO and LUMO values result from the calculations? In sequence: 9.669, 4.364, 11.415 eV.
What LUMO values result from the calculations? In sequence: -0.62, 3.85, 0.38 eV.